1.
ORCA calculation (ωB97M-V with the def2-TZVPD basis set) on a 2-piece molecular cluster, C2H7N3O2 overall in a non-equilibrium geometry.

```
14
Properties=species:S:1:pos:R:3:forces:R:3:mulliken_charge:R:1
O -2.456 -0.131 0.113 -0.970 0.889 0.649 -0.7154
O -2.011 -1.512 -1.452 -0.100 -0.319 -1.067 -0.6731
N -0.372 -0.409 -0.405 0.891 -1.108 -1.730 -0.3004
N -0.488 1.724 1.236 0.734 0.897 0.931 -0.2848
N -1.660 -0.681 -0.640 0.543 -0.392 1.605 1.0881
C 0.511 -1.194 -1.414 0.521 0.025 1.515 -0.7762
C -0.109 0.445 1.406 -0.860 2.003 -3.257 -0.2009
H 0.809 -2.211 -0.975 -0.301 1.451 -0.570 0.2385
H -0.665 -0.252 1.958 -0.870 -0.601 0.417 0.2953
H -1.440 2.015 1.381 -0.071 -0.270 -0.170 0.2352
H 0.917 0.375 1.342 2.095 -0.702 0.236 0.2797
H 1.396 -0.551 -1.592 -0.279 -0.556 0.334 0.2922
H 0.194 2.506 1.052 -1.084 -1.757 0.144 0.2357
H 0.072 -1.399 -2.412 -0.248 0.442 0.964 0.2861
```
Forces are in eV/Å.

Properties
- HOMO energy: -8.983 eV
- 2S+1: 1
- E: -394.9672 Ha
- LUMO energy: 0.4757 eV


2.
ORCA calculation (ωB97M-V with the def2-TZVPD basis set) on an isolated ion of composition C7H18B3ClO6PS and charge -1 in a non-equilibrium geometry.

```
37
Properties=species:S:1:pos:R:3:forces:R:3:mulliken_charge:R:1
Cl -0.374 -0.031 -3.157 0.229 -0.135 -0.250 -0.2761
S -0.768 -0.228 1.289 0.508 0.674 0.299 -0.4788
P 0.799 -1.980 -0.816 -0.275 -0.360 -0.629 -0.2575
O -4.047 0.419 1.079 -0.403 0.173 -0.155 -0.6009
O -1.873 0.998 -1.220 0.130 -0.088 -0.551 -0.5201
O 0.366 2.769 -0.297 0.153 -0.369 0.241 -0.4605
O 1.568 1.815 -2.080 0.137 -0.352 0.045 -0.5774
O -5.408 -0.395 -0.614 0.243 -0.699 -0.197 -0.5116
O -1.723 -1.339 -0.866 0.063 0.222 0.111 -0.5872
C 1.117 2.611 0.907 -0.339 0.291 0.103 0.4139
C 1.226 -2.656 0.849 0.660 0.201 -0.157 -0.3215
C 2.343 -1.048 -1.168 0.066 0.056 0.500 -1.1271
C -0.596 0.592 -1.404 -0.113 0.411 0.568 0.2564
C -0.547 -0.694 -0.507 -0.416 -1.032 -0.423 0.6167
C 2.363 -3.681 0.696 -0.266 0.304 -0.038 -1.3755
C 0.730 3.715 1.873 -0.075 -0.298 -0.247 -1.4607
B 0.487 1.764 -1.250 -0.198 0.202 0.067 0.5976
B -2.737 -0.280 -1.272 -0.788 0.618 -0.042 0.5459
B -4.113 -0.069 -0.227 0.134 0.044 0.211 0.3916
H 1.194 4.663 1.615 0.007 0.114 0.042 0.3275
H -5.927 -0.625 0.160 -0.275 0.375 0.197 0.2679
H 1.579 -1.859 1.503 -0.259 0.033 0.203 0.2633
H 2.436 -4.309 1.581 0.038 -0.159 0.005 0.3786
H -3.176 -0.464 -2.398 0.354 -0.172 -0.045 -0.3396
H 2.294 -0.583 -2.145 -0.080 0.092 -0.061 0.3239
H 2.227 2.412 -1.718 0.033 0.361 -0.114 0.2776
H -0.352 3.813 1.820 -0.064 0.111 0.077 0.3202
H 2.584 -0.302 -0.405 0.012 0.127 -0.016 0.2422
H 2.194 2.616 0.705 0.093 0.021 -0.059 0.2853
H 3.309 -3.157 0.578 0.123 -0.058 0.002 0.3178
H -1.519 -1.292 1.561 -0.078 -0.177 -0.078 0.2118
H 3.154 -1.775 -1.170 0.046 -0.074 -0.064 0.4424
H 0.993 3.416 2.886 0.138 0.152 0.107 0.3798
H 2.214 -4.293 -0.194 0.006 -0.222 0.048 0.3749
H 0.863 1.662 1.371 0.099 -0.204 0.001 -0.0611
H 0.343 -3.115 1.283 -0.140 0.002 0.042 0.4392
H -3.225 0.908 1.150 0.497 -0.184 0.256 0.2810
```
Forces are in eV/Å.

Properties
- Charge: -1
- HOMO energy: -4.155 eV
- 2S+1: 1
- E: -2003.5299 Ha
- LUMO energy: 2.6846 eV


3.
ORCA calculation (ωB97M-V with the def2-TZVPD basis set) on one molecule with the formula C2H2F2O3.

```
9
Properties=species:S:1:pos:R:3:forces:R:3:mulliken_charge:R:1
F -3.219 -0.922 -0.223 0.158 -0.008 0.047 -0.2030
F -0.973 -0.806 1.346 -0.137 0.171 -0.272 -0.2983
O -0.451 1.150 0.407 0.048 0.516 -0.031 -0.4477
O -3.120 1.271 -0.123 0.087 0.246 0.047 -0.3980
O -0.594 -0.769 -0.856 0.039 -0.212 -0.490 -0.4757
C -2.569 0.239 -0.069 -0.049 -0.277 -0.094 0.3217
C -1.069 -0.031 0.179 0.234 -0.379 0.701 0.8564
H 0.318 -1.059 -0.705 -0.177 0.105 0.128 0.3178
H 0.472 1.029 0.672 -0.203 -0.161 -0.035 0.3269
```
Forces are in eV/Å.

Properties
- HOMO energy: -11.943 eV
- 2S+1: 1
- SMILES: O=C(F)C(O)(O)F
- E: -502.8750 Ha
- LUMO energy: 0.2453 eV


4.
ORCA calculation (ωB97M-V with the def2-TZVPD basis set) on C30H46ClCsNO7PS as an isolated structure.

```
88
Properties=species:S:1:pos:R:3:forces:R:3:mulliken_charge:R:1
Cs -2.071 0.031 -2.803 -0.007 -0.089 0.290 1.3968
Cl -1.373 -0.077 -6.434 0.015 -0.032 0.065 1.7118
S -3.346 3.029 -1.095 -0.041 0.066 0.053 0.1248
P 1.573 -0.057 -1.108 0.062 -0.040 -0.100 0.7947
O -1.143 0.909 -7.457 -0.013 0.010 0.041 -0.6780
O -0.320 -0.001 -5.432 0.058 -0.012 -0.068 -0.6264
O -4.079 -4.093 -0.344 0.004 0.021 0.032 -0.7210
O -1.390 -1.394 -7.014 -0.003 0.024 0.006 -0.6713
O -2.636 0.183 -5.766 -0.040 -0.003 -0.218 -0.7576
O -3.789 3.916 0.013 0.005 0.016 0.040 -0.6167
O -3.009 -2.358 -1.314 -0.002 0.094 -0.156 -0.4592
N -1.939 2.884 -1.475 -0.020 -0.028 -0.061 -0.4628
C -1.034 -3.450 1.024 0.033 0.000 0.008 -1.9576
C 1.530 -0.043 1.750 -0.049 0.005 0.092 0.1183
C 2.375 1.473 -1.885 -0.007 -0.045 0.001 2.6427
C 0.036 0.126 1.746 0.062 -0.024 -0.056 0.2410
C 3.850 1.775 -1.611 -0.011 0.001 -0.024 -2.0372
C 2.329 -0.111 0.592 0.055 0.017 -0.035 1.1291
C 3.516 -0.254 3.145 0.012 0.001 -0.033 -1.4097
C 0.339 2.642 2.093 -0.014 0.014 -0.025 0.7867
C -4.972 -0.138 0.695 0.005 -0.008 -0.033 -1.4045
C -0.516 1.409 1.852 -0.072 -0.021 0.052 0.8107
C -0.236 -2.407 1.805 0.008 -0.026 0.009 1.6975
C -4.009 -3.076 -1.054 -0.021 0.003 0.017 -0.2096
C -0.146 -2.828 3.279 -0.009 -0.008 -0.019 -1.6464
C -2.745 0.449 1.746 0.017 0.012 0.002 -0.7250
C 1.790 -2.776 -1.057 0.002 -0.006 0.002 -2.1813
C 2.261 -1.622 -1.949 -0.038 0.019 0.003 2.3773
C 1.559 2.649 -1.339 -0.001 0.011 0.006 -2.1366
C 4.311 -0.311 2.010 -0.036 0.005 0.033 -1.2689
C 0.448 2.918 3.598 -0.021 0.013 -0.008 -1.5329
C 3.764 -1.788 -2.191 -0.008 0.006 0.021 -1.9437
C -0.184 3.890 1.381 0.006 -0.003 -0.013 -1.7100
C 3.714 -0.236 0.763 0.010 -0.020 -0.004 -0.6171
C -1.901 1.545 1.836 0.036 0.014 0.027 0.1043
C -0.803 -1.001 1.711 0.034 0.042 0.007 0.1740
C -2.180 -0.820 1.693 -0.013 -0.004 -0.009 0.3254
C -4.245 0.660 1.773 -0.019 -0.009 -0.044 0.1348
C 2.163 1.400 -3.400 0.002 0.033 -0.011 -2.3816
C -4.803 0.322 3.159 0.024 -0.003 0.002 -1.5965
C 1.574 -1.780 -3.320 0.064 0.023 -0.137 -2.1207
C 2.148 -0.115 3.002 -0.008 -0.023 -0.005 -1.2252
H 0.488 -2.157 3.860 0.010 0.015 0.011 0.2514
H -1.143 -2.827 3.725 0.000 0.000 0.001 0.3310
H -2.341 2.536 1.863 -0.009 0.002 -0.009 0.3686
H 2.339 2.392 -3.827 -0.001 -0.001 -0.004 0.5589
H 1.570 -2.840 -3.590 0.008 0.001 -0.003 0.5717
H -4.417 1.723 1.582 0.002 0.007 0.012 0.3875
H 0.572 4.681 1.415 0.006 0.002 0.008 0.4200
H -1.082 4.274 1.870 -0.003 0.011 -0.011 0.5137
H 0.261 -3.841 3.360 0.001 0.003 0.002 0.4535
H 4.351 -0.263 -0.106 -0.023 -0.016 0.008 0.5554
H 4.034 1.973 -0.555 -0.002 -0.009 0.000 0.3966
H 5.387 -0.408 2.089 0.002 -0.004 0.008 0.3929
H 2.027 -3.727 -1.545 0.001 0.001 0.001 0.6775
H 2.857 0.708 -3.877 0.014 -0.016 -0.001 0.2702
H 3.916 -2.708 -2.767 0.010 0.001 0.000 0.5273
H -4.304 0.905 3.935 -0.006 0.000 0.005 0.3200
H -4.582 0.098 -0.296 -0.007 -0.008 0.008 0.1660
H 1.347 2.432 1.730 0.035 -0.008 -0.020 0.1016
H -1.323 -3.111 0.028 -0.017 0.000 0.029 0.1201
H 0.879 2.074 4.139 0.007 -0.001 0.007 0.2393
H 0.711 -2.745 -0.899 0.006 -0.005 -0.004 0.3254
H 4.521 0.980 -1.940 0.010 -0.025 -0.009 0.2247
H 1.714 2.759 -0.265 -0.012 -0.004 0.007 0.2882
H 1.521 -0.063 3.883 -0.011 -0.010 -0.001 0.8264
H 1.151 1.105 -3.677 -0.029 -0.004 -0.007 0.5428
H -5.876 0.527 3.206 -0.003 0.002 -0.004 0.4594
H -0.452 -4.372 0.933 0.008 -0.004 0.019 0.4480
H 0.782 -2.383 1.414 -0.005 0.014 0.002 -0.6762
H -4.859 -1.213 0.841 0.001 -0.020 -0.001 0.2451
H 2.286 -2.761 -0.084 -0.005 0.000 -0.001 0.2895
H 1.900 3.574 -1.817 0.002 0.006 0.005 0.5906
H 3.956 -0.311 4.134 0.008 0.001 -0.001 0.3538
H -6.040 0.095 0.706 -0.001 0.008 0.005 0.4892
H 1.070 3.799 3.781 0.001 -0.002 0.004 0.4400
H -1.968 -3.708 1.527 -0.005 0.001 -0.030 0.5741
H -0.453 3.692 0.344 -0.019 0.005 0.013 0.1445
H 0.545 -1.431 -3.377 -0.010 -0.029 0.206 0.1780
H 4.180 -0.969 -2.777 0.011 0.032 -0.003 0.2669
H 4.120 2.680 -2.167 0.000 0.001 -0.002 0.5241
H -2.817 -1.693 1.612 -0.012 0.018 -0.001 0.2243
H -4.971 -2.735 -1.525 0.001 -0.017 -0.012 0.3422
H 0.487 2.552 -1.522 -0.006 -0.011 0.009 0.5029
H -4.651 -0.738 3.380 0.002 0.000 0.003 0.2896
H -0.545 3.112 4.011 0.002 -0.004 -0.001 0.3220
H 4.332 -1.894 -1.267 -0.012 0.011 0.003 0.3199
H 2.111 -1.251 -4.106 -0.012 0.015 0.003 0.3694
```
Forces are in eV/Å.

Properties
- Charge: -2
- HOMO energy: -2.919 eV
- 2S+1: 1
- E: -2971.9499 Ha
- LUMO energy: 3.8085 eV


5.
ORCA calculation (ωB97M-V with the def2-TZVPD basis set) on C49H38N3O2P2ReSi as an isolated structure.

```
96
Properties=species:S:1:pos:R:3:forces:R:3:mulliken_charge:R:1
Re 0.426 0.413 -0.330 0.191 -0.059 0.388 1.1837
P -1.200 1.481 1.237 0.065 -0.130 0.285 1.7955
P -0.201 -1.914 -0.042 0.071 0.342 -0.606 1.6326
Si 1.839 0.501 1.743 -0.022 0.448 -0.280 0.0600
O 2.913 3.817 -6.053 0.034 0.662 0.010 -0.5838
O 4.071 2.156 -6.764 0.609 -0.263 -0.380 -0.5229
N 3.408 2.723 -5.947 -0.660 -0.341 0.029 0.9603
N 2.351 -0.130 -1.226 -0.114 -0.101 -0.148 1.1590
N 0.627 1.701 -1.955 -0.027 -0.243 -0.362 0.0240
C 0.856 -3.776 3.384 -0.050 -0.040 -0.035 -0.9258
C 3.663 0.798 1.592 -0.011 -0.156 0.074 -1.3019
C -3.808 4.073 -1.475 -0.019 0.018 -0.011 -0.8535
C 1.382 -1.257 2.246 -0.102 -0.180 -0.174 0.2748
C 1.794 2.477 3.773 -0.134 0.040 -0.152 -0.9697
C 2.657 0.543 -2.370 -0.395 0.208 -0.013 -0.5882
C -1.828 -0.343 3.227 -0.154 0.051 0.018 -0.0636
C -2.246 2.557 0.250 -0.070 0.100 -0.014 -0.2299
C 3.795 0.297 -3.124 0.196 -0.050 -0.179 1.3814
C -0.199 2.397 2.432 -0.120 -0.097 0.004 0.5655
C 1.710 1.529 -2.788 0.228 -0.218 0.329 0.2321
C -3.719 0.812 2.277 -0.126 0.088 0.095 0.1649
C 0.916 3.220 -4.290 -0.082 0.035 -0.063 -0.8307
C 4.689 -0.694 -2.663 -0.143 0.050 0.078 -0.9565
C 1.084 1.903 2.709 0.062 0.044 0.249 0.9568
C 1.905 2.266 -3.954 0.149 0.011 -0.001 0.8252
C -3.387 -4.371 -0.483 -0.021 0.063 0.022 -0.8748
C 3.198 -1.069 -0.833 0.088 -0.208 -0.032 -0.7033
C -0.036 3.959 4.251 0.060 0.042 0.047 -0.9907
C -0.151 3.397 -3.448 -0.002 -0.066 0.060 -1.2943
C 0.581 -2.211 1.567 0.015 -0.001 0.073 0.9623
C -3.125 1.928 -0.640 -0.055 0.039 -0.060 0.1972
C -4.447 -3.611 -0.009 0.014 -0.005 0.002 -0.9058
C 0.327 -2.443 -2.671 0.009 -0.068 -0.064 -0.4887
C -2.110 -3.838 -0.523 0.009 -0.041 -0.037 -0.9049
C -0.274 2.625 -2.298 -0.051 0.172 -0.009 0.8859
C 0.311 -3.447 2.150 -0.003 0.021 0.050 -0.8633
C -0.763 3.405 3.212 -0.020 -0.111 -0.007 -0.5617
C 2.072 -4.557 -2.193 -0.042 0.079 0.016 -0.8889
C -4.557 0.149 3.165 0.066 0.037 -0.065 -0.8363
C 1.645 -2.861 4.055 0.014 0.081 -0.025 -1.1643
C 1.244 3.498 4.530 -0.045 0.005 -0.028 -0.9616
C -4.233 -2.310 0.427 0.092 -0.076 -0.027 -0.8621
C 1.493 -3.884 -1.124 0.035 0.037 0.076 -0.1156
C 1.793 -4.163 -3.492 -0.040 0.041 0.014 -0.6840
C -2.151 3.948 0.268 0.076 -0.035 -0.074 -0.9811
C -2.351 0.556 2.295 0.187 0.341 0.390 -0.2771
C 3.999 1.039 -4.333 -0.294 0.076 0.147 -1.0343
C -2.956 -1.776 0.405 -0.006 0.154 -0.159 1.0150
C -3.902 2.686 -1.500 0.027 0.033 0.053 -0.8858
C 3.098 1.972 -4.711 0.229 -0.123 0.284 -0.1396
C -4.036 -0.756 4.074 0.090 -0.065 0.029 -0.6877
C 0.918 -3.108 -3.733 0.013 -0.059 0.004 -0.9103
C -1.886 -2.534 -0.068 -0.002 -0.023 0.056 0.7483
C -2.937 4.702 -0.595 -0.021 -0.039 -0.013 -0.9489
C 1.893 -1.613 3.494 -0.070 -0.104 0.010 -0.4328
C 0.626 -2.823 -1.362 0.077 -0.096 0.173 0.5282
C 4.383 -1.374 -1.513 -0.157 0.088 -0.028 -1.4810
C -2.667 -1.000 4.108 -0.141 0.059 -0.074 -0.8378
H -3.554 -5.379 -0.833 -0.017 -0.069 -0.018 0.4660
H 0.655 -4.745 3.819 -0.018 -0.049 0.020 0.5175
H -5.442 -4.031 0.016 -0.038 -0.020 -0.009 0.4503
H 2.728 -5.395 -2.008 0.053 -0.063 0.011 0.5164
H 0.673 -2.830 -4.748 -0.003 0.020 -0.042 0.5337
H 1.707 -4.202 -0.111 0.030 0.003 0.026 0.4426
H 4.057 0.903 2.603 0.081 0.048 0.136 0.5103
H -0.472 4.741 4.854 -0.022 0.045 0.024 0.4771
H 4.867 0.855 -4.950 0.049 0.001 -0.018 0.6229
H -1.777 3.740 3.041 -0.053 0.004 -0.034 0.6099
H -5.056 -1.713 0.789 -0.078 0.044 0.025 0.5432
H -2.258 -1.690 4.830 0.042 -0.055 0.062 0.5260
H 2.235 -4.696 -4.321 0.036 -0.027 -0.077 0.4689
H -1.304 -4.443 -0.918 0.042 0.031 0.008 0.5413
H 5.029 -2.144 -1.122 0.056 -0.076 0.022 0.5946
H 1.807 3.931 5.343 0.026 0.006 0.041 0.4537
H -0.914 4.128 -3.667 -0.056 0.035 -0.010 0.5657
H -5.618 0.351 3.148 -0.078 0.035 0.006 0.5226
H -2.873 5.780 -0.575 0.007 0.034 0.009 0.5259
H -0.407 -1.671 -2.873 -0.017 0.114 0.021 0.5197
H -1.110 2.757 -1.632 -0.025 -0.021 -0.070 -0.2737
H 2.935 -1.610 0.066 -0.010 -0.060 0.011 0.6630
H -4.692 -1.261 4.769 -0.036 -0.037 0.034 0.4575
H 5.591 -0.908 -3.216 0.090 -0.025 -0.059 0.5573
H 3.864 1.737 1.078 0.004 0.076 -0.065 0.4525
H 2.785 2.135 4.022 0.172 -0.070 0.017 0.3437
H -0.333 -4.159 1.649 -0.014 0.002 -0.012 0.5329
H -4.426 4.666 -2.135 -0.011 0.021 -0.028 0.4824
H -3.219 0.847 -0.656 0.029 -0.005 -0.023 0.2746
H 4.225 -0.004 1.122 0.007 0.029 0.020 0.4594
H -4.147 1.518 1.579 -0.002 0.008 0.070 0.4436
H -4.589 2.201 -2.179 -0.041 -0.034 -0.039 0.5469
H -2.805 -0.764 0.762 -0.039 -0.522 -0.258 -0.8276
H 2.496 -0.914 4.057 0.090 0.116 0.064 0.4426
H 2.063 -3.111 5.019 0.044 -0.004 0.071 0.4891
H 1.010 3.800 -5.196 -0.030 -0.024 0.092 0.6471
H -1.457 4.450 0.927 0.013 0.001 0.025 0.5833
H -0.770 -0.528 3.287 0.207 0.022 0.003 0.3080
```
Forces are in eV/Å.

Properties
- Charge: +3
- HOMO energy (alpha / beta): -16.296 / -16.330 eV
- 2S+1: 2
- E: -3254.3263 Ha
- LUMO energy (alpha / beta): -10.3216 / -10.0972 eV


6.
ORCA calculation (ωB97M-V with the def2-TZVPD basis set) on one molecule with the formula CH5N3 in a non-equilibrium geometry.

```
9
Properties=species:S:1:pos:R:3:forces:R:3:mulliken_charge:R:1
N 0.086 0.577 0.829 0.441 -0.853 0.316 0.0296
N -0.763 -0.387 1.590 0.064 0.873 -0.568 -0.2313
N -1.171 0.983 1.372 2.116 0.694 2.724 -0.3216
C 0.022 0.384 -0.624 -1.292 0.319 -0.664 -0.8102
H -1.241 -1.081 1.013 -0.036 0.440 -0.881 0.2322
H -1.028 0.530 -0.895 -0.297 -0.463 -0.376 0.3145
H 0.516 1.138 -1.253 0.442 0.028 0.884 0.2791
H 0.330 -0.589 -0.984 0.296 -0.252 0.344 0.2681
H -1.742 1.349 0.667 -1.735 -0.787 -1.779 0.2396
```
Forces are in eV/Å.

Properties
- HOMO energy: -9.253 eV
- 2S+1: 1
- SMILES: Cn1[nH][nH]1
- E: -205.2019 Ha
- LUMO energy: 0.9769 eV